C5H8N2 | ωB97M-V/def2-TZVPD

SMILES: C/N=C(/C)CC#N
Gap between HOMO and LUMO in eV: 10.121
Electronic energy in eV: -8293.375
Total charge: 0
E_LUMO in eV: 0.77
Energy relative to the best compared isomer or geometry (same formula, charge and spin) in eV: 1.622

Last column: Löwdin charge in e.
Positions of all 15 atoms, in Å:
C -0.76 -1.73 0.85  -0.119
N -1.17 -0.73 -0.10  0.010
C -0.36 0.14 -0.53  -0.375
C -0.94 1.52 -0.54  -0.037
C 1.15 -0.04 -0.71  -0.125
C 1.98 0.62 0.30  -0.227
N 2.59 1.16 1.12  0.146
H -1.17 -1.28 1.76  0.091
H 0.32 -1.82 1.00  0.073
H -1.25 -2.69 0.70  0.079
H -0.42 2.03 0.28  0.090
H -0.84 2.14 -1.43  0.074
H -1.98 1.37 -0.25  0.082
H 1.41 0.40 -1.68  0.124
H 1.44 -1.09 -0.76  0.115

C11H12N | ωB97M-V/def2-TZVPD

SMILES: C#CC(=C)[C@@H]([NH3+])c1ccccc1
Gap between HOMO and LUMO in eV: 9.692
Electronic energy in eV: -13081.364
Total charge: +1
E_LUMO in eV: -3.35
Energy relative to the best compared isomer or geometry (same formula, charge and spin) in eV: 3.169

Last column: Löwdin charge in e.
Positions of all 24 atoms, in Å:
C -4.10 -0.47 0.04  0.164
C -2.99 -0.15 -0.31  -0.155
C -1.75 0.25 -0.71  -0.328
C -1.37 0.75 -1.85  0.120
C -0.73 0.19 0.47  -0.171
N -1.01 -1.00 1.35  0.177
C 0.78 0.04 0.02  -0.234
C 1.29 -1.14 -0.43  -0.057
C 2.66 -1.24 -0.61  -0.067
C 3.48 -0.17 -0.45  -0.069
C 2.90 1.06 -0.17  -0.070
C 1.56 1.20 0.06  -0.032
H -5.23 -0.55 0.14  0.101
H -0.27 1.07 -2.13  0.140
H -2.15 0.84 -2.65  0.114
H -0.84 1.10 1.12  0.175
H -1.01 -1.98 0.98  0.173
H -2.06 -0.99 1.77  0.221
H -0.29 -1.12 2.05  0.159
H 0.66 -2.02 -0.46  0.118
H 2.92 -2.27 -0.88  0.124
H 4.56 -0.24 -0.18  0.137
H 3.71 1.74 -0.02  0.114
H 1.05 2.17 0.36  0.145